Here is 8 unconnected molecules or ions with the total composition C24H64O8 at a distorted geometry from the OMol25 dataset. Energies are from ωB97M-V with the def2-TZVPD basis set.

```
96
Properties=species:S:1:pos:R:3:forces:R:3:mulliken_charge:R:1
C 3.106790 3.697345 3.346582 -1.34 -0.29 0.99 -0.60
C 2.649820 2.912901 4.635815 0.86 -0.97 -0.64 0.26
C 2.435496 1.401813 4.512956 -1.24 -0.12 -0.87 -0.74
O 3.717501 2.972815 5.579886 0.06 1.05 0.14 -0.54
H 3.066171 4.765370 3.560518 0.45 0.02 0.26 0.34
H 2.400070 3.606714 2.521696 0.11 -0.50 -0.12 -0.27
H 4.109812 3.393636 3.046892 -0.06 0.00 -0.12 0.36
H 1.739322 3.334944 5.061209 0.20 0.31 0.10 0.31
H 1.575400 1.190089 3.877726 -0.07 -0.09 -0.36 -0.03
H 2.161137 0.954191 5.468191 0.24 0.32 0.21 0.37
H 3.279622 0.833675 4.122090 0.22 0.30 -0.08 0.20
H 4.463291 2.831357 4.992201 0.58 -0.01 0.49 0.37
C -0.257051 -7.621718 1.810156 -0.66 0.14 0.14 -1.36
C -0.932125 -6.381822 2.366768 -0.10 1.06 0.83 0.60
C -1.070222 -5.303222 1.341967 0.28 0.83 -1.55 -1.28
O -2.224216 -6.683946 2.882421 -0.27 -1.13 -0.06 -0.57
H 0.669189 -7.388286 1.285108 0.10 0.15 0.31 0.33
H -0.916642 -8.058202 1.060142 -0.10 -0.27 0.12 0.37
H -0.085497 -8.304454 2.642343 0.10 -0.23 -0.29 0.34
H -0.351706 -6.013164 3.212535 0.37 0.08 0.09 0.23
H -1.769599 -4.476979 1.469610 -0.49 -0.32 0.85 0.43
H -1.388760 -5.773624 0.411727 0.10 0.07 -0.27 0.28
H -0.161498 -4.729903 1.158564 0.47 -0.47 -0.12 0.32
H -2.672033 -5.878826 3.152293 0.20 0.11 -0.07 0.31
C -4.906057 5.167302 1.219670 0.93 -0.70 -1.03 -1.42
C -3.884303 4.286798 0.497988 -0.57 -0.88 -0.93 0.70
C -4.470091 3.226835 -0.470916 0.16 -0.01 0.51 -1.25
O -2.915414 5.075810 -0.214051 0.37 -0.23 0.48 -0.45
H -4.324694 5.770904 1.916657 -0.57 0.06 0.28 0.36
H -5.654924 4.501732 1.648990 0.00 0.40 0.37 0.38
H -5.365856 5.789713 0.452012 -0.27 0.22 0.19 0.37
H -3.354474 3.668142 1.222314 0.44 0.43 0.19 0.08
H -5.095374 3.624135 -1.270456 0.10 0.14 -0.01 0.34
H -5.035839 2.463374 0.063093 -0.34 0.22 0.25 0.39
H -3.648020 2.640738 -0.881769 0.14 0.31 -0.34 0.24
H -3.324262 5.846503 -0.614629 -0.25 -0.02 0.00 0.24
C -0.282124 -1.326674 0.282881 0.24 -1.08 0.35 -1.42
C -0.749393 0.082381 0.129117 0.10 -0.06 1.26 1.22
C -0.965310 0.853636 1.444643 -0.92 -0.87 -0.11 -0.80
O 0.272100 0.751766 -0.512863 0.65 0.87 -1.34 -0.23
H 0.426054 -1.470290 1.098951 -0.29 0.12 0.41 0.33
H 0.292619 -1.655613 -0.582893 -0.29 0.16 -0.39 0.06
H -1.137976 -1.994471 0.381182 0.15 -0.15 0.27 0.36
H -1.638548 0.029470 -0.499142 -0.35 0.42 0.00 0.18
H -1.241223 1.892907 1.266067 -0.08 -0.01 -0.17 0.11
H -0.067964 0.858276 2.063381 0.11 -0.20 -0.16 -0.23
H -1.768823 0.357177 1.988706 -0.10 0.17 0.34 0.45
H -0.101735 1.610102 -0.725238 0.49 0.86 -0.29 -0.05
C -2.502244 -2.869903 -2.021903 0.68 -1.00 -0.30 -0.52
C -3.084725 -2.785820 -3.404394 -1.38 -0.44 -1.07 0.54
C -4.403546 -3.598952 -3.627827 1.58 -0.29 -0.13 -1.43
O -3.348297 -1.467242 -3.778503 -1.00 1.86 0.17 -0.59
H -2.523004 -3.914486 -1.711252 -0.04 -0.08 0.24 0.14
H -2.998341 -2.265911 -1.262170 -0.07 0.13 -0.26 0.31
H -1.443441 -2.634666 -2.130118 0.07 0.40 0.47 0.02
H -2.383685 -3.025039 -4.204026 0.46 -1.42 0.46 0.11
H -4.176104 -4.650404 -3.452222 -0.01 -0.10 0.56 0.37
H -4.638007 -3.644290 -4.691346 -0.39 0.71 0.05 0.39
H -5.227030 -3.283935 -2.986941 0.04 0.13 -0.21 0.34
H -2.544738 -0.953853 -3.667545 0.11 0.11 -0.02 0.30
C 3.711545 1.385462 0.664014 0.01 0.58 -0.24 -1.19
C 3.749517 0.127726 -0.195832 0.76 -0.98 1.63 0.40
C 3.558307 -1.160218 0.602478 0.26 -0.61 0.53 -0.88
O 2.769885 0.192810 -1.171547 0.23 0.01 -1.18 -0.57
H 3.770574 2.214464 -0.041228 0.06 0.27 0.13 0.30
H 4.481071 1.527423 1.422808 0.37 -0.42 -0.25 0.51
H 2.783557 1.515249 1.220877 -0.35 -0.33 -0.19 0.08
H 4.721081 -0.008460 -0.670831 0.06 0.55 -0.29 0.41
H 2.520302 -1.304899 0.902000 -0.04 0.05 -0.11 -0.05
H 4.153672 -1.258735 1.510183 0.14 0.56 0.19 0.45
H 3.893898 -2.029869 0.037531 -0.36 0.01 -0.38 0.21
H 1.938355 0.334671 -0.713257 -0.83 0.23 -0.07 0.22
C 0.624850 5.536664 -1.882471 0.75 0.84 -1.14 -1.40
C 0.782743 4.599429 -0.744344 -0.91 1.35 1.84 0.59
C 0.635446 5.340412 0.637563 0.72 -0.83 -0.42 -1.17
O -0.329636 3.722405 -0.808675 0.54 -1.55 -0.02 -0.36
H 0.483265 5.010241 -2.826364 -0.08 -0.19 0.07 0.35
H 1.512800 6.151028 -2.031532 0.04 0.23 0.14 0.41
H -0.228583 6.198267 -1.734084 -0.07 0.02 0.05 0.23
H 1.750358 4.097620 -0.748446 -0.35 -0.60 -0.22 0.26
H 1.520134 5.875653 0.982453 0.06 0.35 -0.43 0.39
H 0.521398 4.558808 1.388693 -0.38 -0.03 0.06 0.21
H -0.238182 5.992128 0.625658 0.02 -0.02 0.07 0.33
H -1.117581 4.259156 -0.696206 -0.52 0.19 0.06 0.13
C 3.214753 -3.154013 -2.771511 0.35 0.28 0.60 -1.20
C 2.266800 -2.504012 -3.759584 -0.97 -0.96 -0.70 0.63
C 1.304216 -3.555275 -4.317103 0.58 0.38 0.16 -1.37
O 1.445881 -1.480589 -3.283966 -0.31 0.46 0.57 -0.47
H 3.507211 -4.149764 -3.104754 0.21 0.14 -0.23 0.45
H 2.813987 -3.305862 -1.769305 -0.52 0.14 -0.04 0.18
H 4.097865 -2.532227 -2.624609 0.19 -0.08 -0.08 0.32
H 2.837224 -2.146127 -4.616683 0.36 0.18 -0.09 0.23
H 0.641180 -3.904519 -3.525573 0.20 -0.33 0.11 0.24
H 1.990929 -4.314630 -4.691158 -0.70 -0.50 -0.28 0.45
H 0.657792 -3.138481 -5.089452 0.24 -0.04 -0.19 0.31
H 1.923911 -0.928789 -2.660586 0.33 0.37 0.28 0.36
```
Positions in Å, forces in eV/Å.

Kohn-Sham gap, eV: 10.2
E_HOMO, eV: -9.694
Energy above the lowest of the compared OMol25 structures with the same formula, charge and spin, kcal per mole: 48.8
Charge: 0
Total energy, eV: -42304.4426
Max |F|, hartree/bohr: 0.0478
Structure (SMILES): CC(C)O.CC(C)O.CC(C)O.CC(C)O.CC(C)O.CC(C)O.CC(C)O.CC(C)O
Lowest unoccupied orbital energy, eV: 0.481